1.
{
  "formula": "C4H8NOP",
  "method": "the ωB97M-V functional and the def2-TZVPD basis",
  "lumo_energy_ev": 0.68,
  "charge": 0,
  "energy_ev": -17101.0227,
  "symbols": ["C", "C", "C", "C", "N", "O", "P", "H", "H", "H", "H", "H", "H", "H", "H"],
  "xyz": [[1.3891, 1.2119, 0.0433], [-0.2755, -0.4421, -1.3011], [0.2349, -0.9265, 0.0725], [-0.5454, 0.9635, -1.0686], [1.3200, -0.0362, 0.4305], [1.9646, 2.2259, 0.2374], [-1.4711, 1.4120, 0.4555], [0.4328, -0.7453, -2.0865], [-1.1576, -1.0711, -1.5271], [-0.5902, -0.6684, 0.8740], [0.4349, -1.9561, 0.0313], [-0.7149, 1.7073, -1.8648], [2.0303, -0.3935, 1.1777], [-2.6389, 0.8901, -0.0708], [-1.8664, 2.7052, 0.2332]],
  "forces_ev_per_a": [[-3.6921, 0.5650, -2.3931], [-0.5495, -2.0374, 0.5883], [-2.2299, 2.2893, 0.5933], [2.5650, 3.2155, 0.9342], [3.3719, -2.1003, 2.5755], [0.5720, -0.4289, 0.3004], [0.1447, -1.1132, 0.1888], [0.0876, 0.7124, 0.1575], [-0.1131, 0.3116, 0.1556], [1.2431, -1.2080, -1.4757], [0.9106, -1.1993, 0.3906], [0.4670, -0.7062, 0.1459], [-1.6748, 0.9769, -1.7763], [-1.1251, -0.2469, 0.1815], [0.0228, 0.9696, -0.5665]]
}

2.
{
  "formula": "C3H4N4O",
  "method": "the ωB97M-V functional and the def2-TZVPD basis",
  "smiles": "[H]/N=C\\N/C(C#N)=N\\O",
  "lumo_energy_ev": 0.02,
  "charge": 0,
  "energy_ev": -11179.8687,
  "symbols": ["H", "N", "C", "N", "C", "C", "N", "N", "O", "H", "H", "H"],
  "xyz": [[-0.1702, -0.3588, -1.8923], [0.7495, -0.0828, -2.2537], [1.2735, 0.4248, -1.2601], [0.8547, 0.3500, 0.1137], [-0.3198, 0.0953, 0.8386], [-0.2893, 0.3442, 2.2328], [-0.5206, 0.7160, 3.3579], [-1.3422, -0.6638, 0.6186], [-1.5701, -0.9609, -0.6585], [2.2198, 0.8839, -1.3237], [1.3676, 1.0305, 0.7433], [-2.2529, -1.7783, -0.5165]],
  "forces_ev_per_a": [[-0.0778, -0.7496, -0.9304], [-1.6894, -0.1309, -0.6753], [0.0627, -0.2190, 1.9154], [0.6792, 2.5620, 1.6933], [-0.2757, -2.6044, -1.1911], [-1.3769, 3.0101, 6.6850], [1.5828, -2.0457, -5.5229], [0.6020, 1.7758, 1.4364], [-2.6927, -3.9913, -0.9288], [1.1905, 0.5952, 0.1460], [-0.2846, -1.1500, -1.5168], [2.2800, 2.9479, -1.1108]]
}

3.
{
  "formula": "C2H8N2O3",
  "method": "the ωB97M-V functional and the def2-TZVPD basis",
  "lumo_energy_ev": 0.90,
  "charge": 0,
  "energy_ev": -11323.3565,
  "symbols": ["C", "O", "H", "H", "H", "H", "C", "N", "N", "O", "O", "H", "H", "H", "H"],
  "xyz": [[-2.2262, -0.4937, 0.1164], [-0.9990, 0.0672, -0.3488], [-0.3514, 0.6871, 0.4719], [-2.0431, -1.1924, 0.9345], [-2.8690, 0.3198, 0.4553], [-2.7082, -1.0267, -0.7049], [0.3339, -0.9938, -0.2740], [1.6472, 1.5324, 0.4100], [1.1476, -0.6362, -1.2838], [0.7340, 0.6777, 1.1005], [0.1579, -1.9980, 0.3247], [1.3159, 2.4899, 0.5326], [2.5256, 1.4618, 0.9202], [1.9427, -1.2522, -1.3805], [1.3922, 0.3572, -1.2740]],
  "forces_ev_per_a": [[0.1568, -0.2370, -0.0206], [1.0344, -0.5964, -0.1643], [1.5395, -0.1696, 0.7132], [-0.0160, 0.0458, 0.0096], [0.1079, -0.0314, -0.0317], [0.0137, 0.0618, 0.0464], [-1.6181, -0.3981, -0.2740], [-0.2214, 0.1194, -0.1150], [-0.1529, 0.2669, 0.1894], [-0.8789, 0.4609, -0.4751], [0.1383, 0.6349, -0.1930], [0.1204, -0.1449, 0.1010], [-0.1795, 0.0243, 0.0246], [-0.0274, 0.0153, 0.1306], [-0.0171, -0.0518, 0.0589]]
}

4.
{
  "formula": "C26H43Cl2DyN2OP",
  "method": "the ωB97M-V functional and the def2-TZVPD basis",
  "spin_multiplicity": 6,
  "lumo_energy_ev": [2.10, 2.10],
  "charge": -1,
  "energy_ev": -91110.4448,
  "symbols": ["P", "C", "C", "C", "C", "C", "C", "C", "C", "C", "C", "C", "C", "C", "C", "C", "C", "C", "C", "H", "H", "H", "H", "H", "H", "H", "H", "H", "H", "H", "H", "H", "H", "H", "H", "H", "H", "H", "H", "H", "H", "H", "H", "H", "H", "H", "H", "H", "H", "H", "H", "H", "Dy", "Cl", "Cl", "C", "H", "C", "C", "C", "C", "C", "C", "H", "H", "H", "H", "H", "N", "C", "N", "O", "H", "H", "H", "H"],
  "xyz": [[2.9272, 0.7120, -2.7511], [2.3068, 1.0055, -4.5240], [3.2877, 1.5338, -5.5805], [2.5521, 1.8542, -6.8877], [1.6871, 0.6937, -7.3993], [0.7675, 0.1334, -6.3084], [1.5547, -0.2276, -5.0441], [4.0568, -0.8057, -2.8345], [4.9668, -0.9139, -4.0627], [5.9282, -2.0976, -3.9073], [5.1930, -3.4158, -3.6375], [4.2037, -3.3033, -2.4710], [3.2595, -2.1035, -2.6113], [4.2173, 2.0529, -2.6205], [3.5832, 3.4453, -2.7238], [4.6886, 4.5024, -2.8166], [5.6697, 4.4209, -1.6399], [6.2015, 3.0010, -1.4091], [5.0853, 1.9477, -1.3611], [1.5549, 1.7941, -4.3312], [4.0706, 0.7848, -5.7683], [3.7980, 2.4417, -5.2330], [3.2839, 2.1364, -7.6528], [1.9068, 2.7290, -6.7224], [1.0861, 1.0325, -8.2509], [2.3325, -0.1120, -7.7769], [0.0111, 0.8865, -6.0442], [0.2376, -0.7517, -6.6778], [0.8594, -0.6036, -4.2814], [2.2723, -1.0304, -5.2768], [4.7073, -0.6670, -1.9538], [6.6144, -1.8907, -3.0744], [5.5479, 0.0093, -4.2093], [4.3566, -1.0598, -4.9670], [6.5362, -2.1902, -4.8138], [5.9238, -4.2065, -3.4310], [4.6521, -3.7237, -4.5429], [3.6171, -4.2258, -2.3927], [4.7704, -3.1965, -1.5352], [2.6469, -2.0216, -1.7015], [2.5742, -2.2692, -3.4567], [4.8803, 1.8949, -3.4895], [2.9250, 3.5265, -3.5991], [2.9606, 3.6168, -1.8330], [5.2492, 4.3565, -3.7521], [4.2426, 5.5014, -2.8591], [5.1682, 4.7671, -0.7261], [6.5104, 5.1025, -1.8116], [6.7812, 2.9635, -0.4795], [6.8843, 2.7424, -2.2321], [5.5414, 0.9528, -1.2698], [4.4513, 2.0742, -0.4723], [0.6698, 0.4003, -0.6121], [2.8901, -0.0128, 0.5075], [-0.7681, 1.1742, -2.5254], [-0.1398, -1.7314, -0.1227], [-0.1081, -1.9410, 0.9673], [-0.5703, -2.8782, -0.8210], [-1.0799, -4.0601, -0.1569], [-1.4759, -5.1793, -0.8843], [-1.3358, -5.2101, -2.2921], [-0.8254, -4.0841, -2.9686], [-0.4879, -2.9330, -2.2692], [-1.1334, -4.0406, 0.9353], [-1.8828, -6.0506, -0.3589], [-0.6850, -4.1175, -4.0550], [-0.1205, -2.0371, -2.7834], [-1.6074, -6.1005, -2.8656], [-2.7288, 1.1896, 1.6997], [-1.4435, 0.8836, 1.9552], [-1.0963, 0.5135, 3.2077], [-0.5543, 1.0214, 1.0604], [-3.4464, 0.9579, 2.3739], [-2.9873, 1.2525, 0.7237], [-0.1867, 0.0839, 3.2938], [-1.8144, 0.2738, 3.8743]],
  "forces_ev_per_a": [[0.4642, -0.3658, -0.8812], [0.1235, 0.1373, 0.6840], [0.0206, -0.1626, -0.0270], [-0.0969, -0.0176, -0.0135], [0.0079, -0.0309, 0.0683], [0.1097, 0.0461, 0.0282], [-0.1440, 0.1292, -0.0503], [-0.3343, 0.3556, 0.1990], [0.0007, -0.0899, 0.0383], [-0.0597, -0.0443, -0.0006], [-0.0826, 0.0544, -0.0124], [0.0673, 0.0370, -0.0516], [0.0511, 0.0036, -0.0353], [-0.0981, -0.4197, -0.1951], [0.2556, -0.0285, -0.0272], [0.0413, 0.0185, 0.1302], [-0.0739, -0.0429, 0.1156], [-0.1165, -0.0340, -0.0931], [0.0396, 0.2018, 0.0542], [0.0552, -0.2429, -0.1750], [-0.2158, 0.2283, -0.0475], [-0.0839, -0.1838, -0.0802], [-0.0816, 0.0421, 0.0126], [0.0625, -0.0989, -0.0029], [0.0793, -0.0267, 0.0303], [-0.0026, 0.0753, 0.0959], [0.0800, -0.1470, -0.0138], [0.0033, 0.1283, 0.0135], [0.1964, 0.0586, -0.1165], [-0.1913, 0.1529, 0.0562], [-0.2469, -0.1246, -0.1429], [-0.0579, -0.0073, -0.0666], [-0.1356, -0.2022, 0.0158], [0.1712, -0.0381, 0.2236], [0.0508, -0.0138, 0.0794], [-0.0661, 0.0420, -0.0389], [0.0138, 0.0930, 0.0550], [0.0695, 0.1296, 0.0566], [-0.0916, -0.0041, -0.0672], [0.0202, 0.0017, -0.2227], [0.1172, -0.0113, 0.2143], [-0.1166, 0.2078, 0.1818], [0.0824, -0.0517, 0.2210], [0.0808, 0.0169, -0.1203], [-0.1369, -0.0058, 0.0719], [0.0818, -0.0117, -0.0387], [-0.0115, -0.0563, -0.0890], [-0.0784, -0.0083, 0.0383], [-0.0017, 0.0331, -0.1321], [-0.0362, 0.0191, 0.1100], [-0.1567, 0.2638, -0.0115], [0.1764, 0.0100, -0.1416], [-0.2464, -2.4822, -0.1566], [0.9714, 0.2109, 0.6971], [-0.4517, 0.5540, -0.7166], [0.2382, 0.8012, -0.2313], [0.0606, 0.2102, -0.0341], [0.1040, 0.2137, -0.2387], [0.0049, -0.1316, -0.7759], [0.3464, 0.4728, -0.2775], [-0.1018, -0.2959, 0.0024], [-0.0305, 0.3035, 0.5043], [-0.1695, -0.5851, 0.3321], [-0.0812, -0.0562, -0.2893], [0.1489, 0.2192, -0.1777], [-0.1355, 0.0083, 0.3010], [-0.0988, -0.3518, 0.0928], [0.0417, 0.2149, 0.2475], [-0.2216, -0.0685, 0.1168], [1.5472, 0.3381, -1.3538], [-0.1632, -0.0041, -0.0842], [-2.0072, 0.5366, 2.4630], [0.1894, -0.0144, -0.3429], [0.0977, -0.0349, 0.1391], [-0.0936, 0.0374, 0.0131], [0.2455, -0.1112, -0.1302]]
}